1.
{"formula": "C29H35Cl2KN2O2P", "method": "ωB97M-V with the def2-TZVPD basis set", "orbital_gap_ev": 5.52, "e_homo_ev": -3.44, "fmax_ev_per_a": 1.3, "e_lumo_ev": 2.083, "de_lowest_kj_mol": 79.6, "total_energy_ev": -88377.6264, "charge": -1, "species": ["K", "O", "C", "C", "C", "C", "C", "C", "C", "N", "N", "C", "O", "C", "C", "C", "C", "C", "C", "H", "H", "H", "H", "H", "H", "H", "H", "H", "H", "Cl", "C", "Cl", "H", "H", "C", "C", "C", "C", "P", "C", "C", "C", "C", "C", "C", "C", "C", "C", "C", "H", "H", "H", "H", "H", "H", "H", "H", "H", "H", "H", "H", "H", "H", "H", "H", "H", "H", "H", "H", "H", "H", "H"], "coordinates": [[0.092, -1.653, 0.327], [2.016, -1.942, -0.945], [3.264, -2.087, -0.701], [4.133, -2.559, -1.730], [5.484, -2.744, -1.550], [6.073, -2.472, -0.314], [5.268, -2.017, 0.711], [3.889, -1.808, 0.571], [3.190, -1.339, 1.749], [1.956, -1.022, 1.848], [1.565, -0.586, 3.095], [0.266, -0.615, 3.287], [-0.641, -1.056, 2.507], [-0.178, -0.048, 4.608], [0.714, 0.406, 5.576], [0.248, 0.926, 6.774], [-1.115, 1.005, 7.025], [-2.012, 0.555, 6.065], [-1.544, 0.033, 4.870], [3.672, -2.772, -2.688], [6.092, -3.106, -2.374], [7.136, -2.617, -0.163], [5.719, -1.808, 1.677], [3.818, -1.256, 2.648], [1.773, 0.342, 5.365], [0.949, 1.276, 7.523], [-1.478, 1.411, 7.962], [-3.079, 0.612, 6.249], [-2.221, -0.328, 4.107], [-0.885, -4.392, 1.484], [-1.491, -5.050, -0.038], [-0.944, -4.098, -1.425], [-2.574, -5.026, -0.019], [-1.118, -6.061, -0.153], [-2.165, -0.278, -4.316], [-1.196, 0.728, -3.689], [-1.535, 2.147, -4.139], [0.228, 0.393, -4.159], [-1.127, 0.404, -1.822], [-0.029, 1.755, -1.253], [1.253, 1.361, -0.865], [2.159, 2.288, -0.368], [1.801, 3.622, -0.257], [0.533, 4.029, -0.650], [-0.374, 3.104, -1.144], [-2.818, 0.765, -1.028], [-3.560, -0.579, -1.061], [-3.734, 1.829, -1.643], [-2.554, 1.130, 0.437], [-2.078, -0.263, -5.406], [-3.199, -0.049, -4.061], [-1.930, -1.287, -3.969], [-1.485, 2.205, -5.231], [-0.818, 2.861, -3.734], [-2.538, 2.446, -3.835], [0.287, 0.453, -5.250], [0.514, -0.612, -3.845], [0.950, 1.095, -3.737], [1.556, 0.321, -0.937], [3.138, 1.953, -0.050], [2.502, 4.343, 0.145], [0.248, 5.070, -0.561], [-1.357, 3.445, -1.438], [-3.727, -0.920, -2.082], [-4.535, -0.488, -0.571], [-2.992, -1.338, -0.521], [-4.035, 1.570, -2.659], [-3.271, 2.815, -1.655], [-4.645, 1.901, -1.041], [-1.813, 0.488, 0.923], [-3.485, 1.032, 1.005], [-2.204, 2.157, 0.537]]}



2.
{"formula": "C7H11N", "method": "ωB97M-V with the def2-TZVPD basis set", "orbital_gap_ev": 8.84, "e_homo_ev": -7.94, "fmax_ev_per_a": 4.3, "smiles": "CC1=CC=C[C@@]1(C)N", "e_lumo_ev": 0.904, "de_lowest_kj_mol": 186.8, "total_energy_ev": -8925.7925, "species": ["C", "C", "C", "C", "C", "C", "C", "H", "H", "H", "H", "H", "H", "H", "H", "H", "H", "H", "N"], "coordinates": [[0.879, -0.195, -2.043], [0.679, 0.056, -0.562], [1.701, 0.161, 0.399], [1.085, 0.397, 1.696], [-0.260, 0.497, 1.444], [-0.634, 0.021, 0.033], [-1.219, -1.430, 0.157], [1.969, -0.150, -2.269], [0.535, -1.129, -2.460], [0.407, 0.542, -2.657], [2.773, -0.036, 0.268], [1.650, 0.350, 2.685], [-0.956, 0.515, 2.252], [-2.098, -1.459, 0.769], [-1.419, -1.862, -0.805], [-0.487, -2.037, 0.710], [-1.877, 0.700, -1.481], [-2.477, 0.905, 0.064], [-1.629, 0.946, -0.545]]}



3.
{"formula": "C5H3CoO4S9", "method": "ωB97M-V with the def2-TZVPD basis set", "orbital_gap_ev": [5.38, 5.73], "e_homo_ev": [-1.86, -2.20], "fmax_ev_per_a": 0.6, "e_lumo_ev": [3.523, 3.525], "de_lowest_kj_mol": 291.9, "total_energy_ev": -148568.7112, "spin_multiplicity": 5, "charge": -2, "species": ["Co", "S", "C", "S", "C", "C", "S", "S", "S", "C", "O", "C", "S", "S", "H", "H", "H", "O", "S", "O", "O", "S"], "coordinates": [[0.081, -2.726, -0.371], [0.199, 5.083, 0.287], [0.037, 3.354, 0.340], [-1.707, 2.900, -0.591], [-1.375, 1.253, -0.937], [0.801, 0.189, -1.294], [1.503, -1.277, -1.630], [1.580, 1.158, -0.147], [-2.033, -1.761, -0.816], [-0.101, 2.725, 1.716], [1.085, 2.687, -0.445], [-0.382, 0.846, -1.893], [-0.394, 1.218, -3.505], [-2.041, 0.077, 0.088], [0.854, 2.833, 2.238], [-0.373, 1.668, 1.695], [-0.860, 3.281, 2.258], [1.011, -4.610, -0.843], [0.594, -4.878, 0.586], [0.948, -6.189, 1.073], [-0.852, -4.538, 0.613], [1.426, -3.292, 1.579]]}



4.
{"formula": "C4H8NO", "method": "ωB97M-V with the def2-TZVPD basis set", "orbital_gap_ev": 9.51, "e_homo_ev": -13.73, "fmax_ev_per_a": 4.0, "e_lumo_ev": -4.218, "de_lowest_kj_mol": 439.1, "total_energy_ev": -7803.5521, "charge": 1, "species": ["C", "C", "C", "C", "N", "O", "H", "H", "H", "H", "H", "H", "H", "H"], "coordinates": [[1.662, -1.425, 0.827], [0.405, -0.982, 1.052], [0.374, 0.842, -0.685], [-0.968, 0.229, -0.767], [-0.147, 0.179, 0.451], [-2.016, 1.048, -0.295], [1.995, -2.487, 1.069], [2.359, -0.845, 0.327], [-0.350, -1.553, 1.588], [1.232, 0.408, -1.131], [0.580, 1.995, -0.552], [-1.286, -0.370, -1.551], [-1.426, 1.434, 0.684], [-2.414, 1.528, -1.020]]}